# 1
{"formula": "C50H90F3N3O18PS", "method": "ωB97M-V/def2-TZVPD", "species": ["C", "C", "O", "C", "C", "C", "C", "C", "C", "P", "S", "N", "C", "C", "O", "C", "C", "O", "C", "F", "F", "F", "C", "C", "C", "C", "C", "C", "N", "N", "C", "C", "C", "O", "C", "C", "O", "O", "C", "C", "H", "H", "H", "H", "H", "H", "H", "H", "H", "H", "H", "H", "H", "H", "H", "H", "H", "H", "H", "H", "H", "H", "H", "H", "H", "H", "H", "H", "H", "H", "H", "H", "H", "H", "H", "H", "H", "H", "H", "H", "H", "H", "O", "C", "O", "C", "C", "C", "H", "H", "H", "H", "H", "H", "H", "H", "O", "C", "O", "C", "C", "C", "H", "H", "H", "H", "H", "H", "H", "H", "O", "C", "O", "C", "C", "C", "H", "H", "H", "H", "H", "H", "H", "H", "O", "C", "O", "C", "C", "C", "H", "H", "H", "H", "H", "H", "H", "H", "O", "C", "O", "C", "C", "C", "H", "H", "H", "H", "H", "H", "H", "H", "O", "C", "O", "C", "C", "C", "H", "H", "H", "H", "H", "H", "H", "H"], "xyz": [[-1.8377, 0.2793, 2.9052], [-2.6826, 1.1428, 1.7964], [-2.4222, 0.7160, 0.3812], [-2.1212, 1.9819, -0.3047], [-1.9079, 1.8048, -1.9541], [-0.9615, 3.0612, -2.4135], [0.1227, 2.6698, -3.6259], [1.1872, 1.5036, -3.1855], [2.8059, 1.9415, -3.1587], [3.2808, 2.0297, -5.0168], [2.2664, 3.1061, -6.2234], [3.0671, 3.2058, -2.3728], [3.4035, 4.4430, -3.2344], [3.5521, 5.8364, -2.3143], [2.3854, 6.3530, -1.8368], [3.8096, 3.1293, -1.0762], [5.3915, 3.3551, -1.0107], [6.1945, 3.3202, -2.2178], [7.5178, 3.9885, -2.0199], [8.4043, 3.6657, -3.1910], [8.2108, 3.5021, -0.7987], [7.4065, 5.4697, -1.9906], [3.2259, 1.7347, -0.3565], [3.5244, 1.7012, 1.2853], [2.7239, 0.5611, 2.1310], [2.8579, 0.2673, 3.7573], [3.9569, 1.3128, 4.4660], [4.6174, 2.4074, 3.4555], [4.4500, 2.6283, 1.9941], [3.8992, 0.6461, -1.0906], [3.5709, 0.5583, -2.5806], [4.9406, 0.1580, -3.3446], [5.8890, -1.0052, -2.7060], [5.2739, -1.9638, -1.8011], [6.2301, -2.1510, -0.6700], [6.2091, -1.2418, 0.7166], [7.1746, -3.1221, -0.7343], [2.6155, -0.5985, -2.4813], [2.6342, -1.5276, -3.5653], [1.0919, -2.1782, -3.6616], [-1.4316, -0.7494, 2.5225], [-0.9718, 0.9671, 3.3514], [-2.5798, 0.0991, 3.8197], [-2.3427, 2.2789, 1.9343], [-3.8471, 1.1454, 2.0052], [-1.0756, 2.3531, 0.1341], [-2.8780, 2.8517, -0.1012], [-2.9920, 1.8960, -2.4101], [-1.4260, 0.7539, -2.1456], [-0.2770, 3.4976, -1.5401], [-1.6101, 3.9660, -2.7971], [0.5905, 3.6868, -3.9529], [-0.5694, 2.3200, -4.5337], [0.8034, 1.1746, -2.1030], [0.9800, 0.6556, -4.0032], [3.3181, 0.7127, -5.6717], [4.6739, 2.4968, -5.0451], [2.0963, 3.4931, -2.0214], [4.4180, 4.3576, -3.8016], [2.4842, 4.7451, -3.9347], [4.6032, 6.3190, -2.1299], [3.3478, 3.9479, -0.3303], [5.6277, 4.3956, -0.4730], [5.8508, 2.5403, -0.2672], [2.0582, 1.8153, -0.4478], [1.9620, -0.1448, 1.5525], [2.2698, -0.5560, 4.3467], [4.2108, 1.2313, 5.6246], [5.3961, 3.1453, 3.9853], [4.8996, 0.6747, -0.8691], [5.6335, 1.1252, -3.4487], [4.8425, -0.2219, -4.4724], [6.4723, -1.6235, -3.5438], [6.7484, -0.4468, -2.0947], [5.1843, -1.2976, 1.2862], [7.0320, -1.6447, 1.4532], [6.4544, -0.1112, 0.5030], [2.8485, -1.1335, -4.6435], [3.3268, -2.4921, -3.4360], [0.5051, -1.9660, -2.6673], [0.5645, -1.7796, -4.6280], [1.1832, -3.3532, -3.7755], [2.4148, -5.4399, 2.7278], [2.8821, -5.6937, 1.6212], [3.8606, -4.9225, 1.0980], [4.6041, -5.2404, -0.0934], [3.8685, -4.7691, -1.3322], [2.3133, -6.8056, 0.7883], [4.8529, -6.3051, -0.1301], [5.5560, -4.7040, -0.0163], [2.9043, -5.2711, -1.4435], [4.4636, -4.9599, -2.2299], [3.6609, -3.6952, -1.2689], [1.4361, -6.4377, 0.2476], [2.0116, -7.6191, 1.4550], [3.0239, -7.2371, 0.0856], [-6.0293, 3.1201, 3.0324], [-6.9412, 2.6868, 2.3338], [-7.1752, 1.3580, 2.2603], [-8.3255, 0.7633, 1.6305], [-8.0963, 0.5856, 0.1427], [-7.7529, 3.6134, 1.4758], [-9.2337, 1.3312, 1.8526], [-8.4568, -0.2211, 2.0928], [-7.9482, 1.5447, -0.3594], [-8.9486, 0.0804, -0.3210], [-7.1939, -0.0088, -0.0374], [-7.2216, 3.7913, 0.5359], [-7.8737, 4.5620, 2.0075], [-8.7584, 3.2525, 1.2670], [-11.8081, 0.1133, 0.4372], [-12.3574, -0.4084, 1.4034], [-11.8989, -0.1848, 2.6547], [-12.5776, -0.5876, 3.8590], [-12.2329, -2.0185, 4.2216], [-13.4875, -1.3771, 1.2088], [-13.6558, -0.4209, 3.7780], [-12.2215, 0.0786, 4.6523], [-12.5603, -2.7196, 3.4501], [-12.7039, -2.3006, 5.1677], [-11.1483, -2.1383, 4.3187], [-13.0783, -2.3709, 1.0033], [-14.0833, -1.0477, 0.3522], [-14.1730, -1.4292, 2.0529], [5.7461, -2.7982, 7.6589], [5.7213, -2.7791, 6.4315], [5.1136, -3.7708, 5.7436], [4.8622, -3.7483, 4.3260], [6.0682, -4.2465, 3.5545], [6.4444, -1.7070, 5.6692], [4.5329, -2.7573, 4.0000], [4.0198, -4.4262, 4.1505], [6.9388, -3.6048, 3.7098], [5.8521, -4.2831, 2.4829], [6.3504, -5.2500, 3.8914], [7.4973, -1.9865, 5.5661], [6.3726, -0.7719, 6.2329], [6.0206, -1.5027, 4.6875], [-8.5663, 6.1452, 0.8313], [-8.9579, 7.0940, 1.5049], [-9.7707, 6.8916, 2.5652], [-10.1289, 7.9022, 3.5263], [-11.3177, 8.7100, 3.0446], [-8.6199, 8.5024, 1.1103], [-9.2681, 8.5282, 3.7791], [-10.4046, 7.3721, 4.4444], [-11.0911, 9.2485, 2.1211], [-11.6226, 9.4370, 3.8029], [-12.1655, 8.0512, 2.8271], [-9.3327, 8.8452, 0.3542], [-7.6114, 8.5113, 0.6860], [-8.6043, 9.2017, 1.9444], [3.8273, -7.4334, -2.2819], [4.4576, -7.9954, -3.1731], [5.7847, -7.7822, -3.3121], [6.6456, -8.5292, -4.1919], [6.6255, -7.9471, -5.5914], [3.7528, -8.8549, -4.1821], [6.3978, -9.5946, -4.1745], [7.6577, -8.4415, -3.7821], [5.6292, -8.0029, -6.0365], [7.3250, -8.4811, -6.2411], [6.9037, -6.8878, -5.5695], [3.3479, -8.2196, -4.9758], [2.9308, -9.3750, -3.6811], [4.3820, -9.6296, -4.6166]], "forces_ev_per_a": [[-0.653, 0.627, 0.815], [-0.123, 0.628, 0.958], [-0.149, 2.967, 1.001], [1.570, 0.181, -0.936], [-0.411, 0.712, 1.781], [0.899, 0.093, -0.710], [-1.724, 0.922, 0.006], [-1.581, 0.748, -0.235], [-1.265, -4.022, -0.952], [1.106, 0.190, -1.197], [-0.670, 0.614, -0.194], [-1.819, 2.108, -0.142], [0.552, 3.154, -0.518], [-6.304, 1.330, 2.249], [7.821, -3.352, -3.017], [-0.741, 0.354, 3.700], [1.296, 0.285, 3.180], [3.219, 1.897, 0.231], [1.274, -0.226, -0.880], [-3.532, 1.080, 4.345], [-2.551, 1.935, -4.211], [0.247, -5.098, 0.211], [1.269, 1.766, 0.660], [-0.219, -1.532, 4.298], [0.980, 0.677, 1.458], [3.391, 4.539, -2.668], [-1.754, -0.617, -4.523], [-0.973, -1.537, 0.292], [-2.649, -4.038, 2.043], [-0.950, 1.088, -0.535], [0.760, -1.852, 2.279], [1.184, -0.072, -1.561], [2.196, 0.722, 0.285], [2.443, 0.766, 2.208], [4.652, -4.778, 0.238], [-0.198, -0.019, -0.077], [-6.516, 6.450, -0.040], [1.851, 1.536, -2.117], [-1.811, -2.991, -1.643], [0.716, -0.497, -0.093], [-0.829, 2.088, 0.624], [-1.674, -1.705, -1.159], [1.676, 0.190, -1.993], [-0.743, -2.488, -0.335], [2.406, -0.286, -0.486], [-2.000, -0.620, -0.864], [1.086, -1.821, -0.346], [2.436, -0.387, 0.553], [-0.959, 2.046, 0.218], [-1.643, -1.025, -1.391], [1.282, -1.864, 0.775], [-0.641, -1.948, 0.478], [1.919, 0.627, 1.848], [1.269, 0.291, -2.466], [1.033, 1.624, 2.217], [0.133, 0.816, 1.545], [-0.959, -0.830, 0.460], [1.180, -0.548, -0.633], [-2.067, -0.351, 0.982], [2.183, -1.243, 1.412], [-1.995, -0.745, -0.364], [1.063, -1.316, -2.132], [-0.904, -2.248, -1.104], [-1.231, 1.744, -1.514], [2.212, -0.655, -0.028], [1.845, 1.714, 1.229], [1.227, 1.762, -1.458], [-0.505, 0.421, -2.898], [-1.970, -1.724, -1.549], [-0.508, -0.097, -0.356], [-1.531, -2.030, 0.478], [-0.444, 1.058, 2.587], [-1.489, 1.532, 1.600], [-1.682, -1.028, -1.346], [1.789, 0.078, -1.452], [-1.575, 0.608, -1.869], [-0.531, -2.179, 0.239], [-0.222, -0.160, 2.124], [-1.007, 2.489, 0.252], [1.086, -0.258, -2.101], [0.716, -0.654, 2.073], [-0.207, 2.482, 0.229], [1.093, 0.008, -1.689], [-0.866, 0.201, 1.056], [-0.036, 0.184, 0.754], [0.056, -0.146, -0.414], [-0.360, 0.243, -0.025], [0.278, -0.679, 0.038], [-0.219, 0.124, -0.039], [-0.297, -0.113, 0.260], [0.204, -0.092, -0.026], [-0.061, 0.015, 0.191], [0.147, -0.113, 0.085], [0.151, -0.050, 0.066], [-0.158, 0.336, -0.026], [-0.108, 0.219, -0.191], [-1.190, -1.164, -0.909], [0.908, 0.615, 0.325], [0.413, -0.040, 0.666], [-0.159, 0.046, -0.294], [0.113, 0.037, -0.197], [-0.325, 0.071, 0.590], [0.158, -0.002, -0.093], [0.220, 0.269, 0.107], [-0.130, -0.039, 0.057], [0.055, 0.088, 0.113], [-0.141, 0.006, 0.111], [-0.118, 0.032, 0.168], [0.316, -0.454, -0.267], [0.102, -0.048, -0.186], [-0.614, -0.686, 1.966], [0.729, 0.425, -1.332], [0.183, 0.524, -0.258], [-0.016, -0.242, 0.110], [0.088, -0.193, -0.104], [-0.671, 0.156, -0.073], [0.113, -0.071, -0.119], [0.066, 0.030, -0.378], [-0.077, 0.060, 0.098], [0.057, 0.053, -0.103], [-0.179, 0.109, 0.062], [-0.063, 0.155, 0.043], [0.325, -0.142, 0.022], [0.151, -0.167, 0.071], [-0.262, -0.182, -2.230], [0.141, -0.351, 1.673], [-0.199, 0.209, 0.566], [0.070, -0.278, -0.198], [0.253, 0.045, -0.016], [-0.182, 0.669, -0.196], [0.108, 0.034, 0.070], [0.156, 0.193, 0.260], [-0.027, 0.026, -0.037], [-0.038, -0.017, 0.162], [-0.150, 0.138, -0.067], [-0.168, 0.044, 0.016], [0.204, -0.281, 0.084], [0.119, -0.170, -0.110], [-1.077, 1.812, 1.240], [0.296, -0.965, -1.034], [0.359, -0.544, -0.063], [-0.176, 0.208, -0.017], [-0.117, 0.040, -0.205], [0.580, 0.359, 0.178], [-0.053, -0.058, -0.157], [0.165, -0.150, -0.322], [0.032, 0.034, 0.128], [0.045, -0.098, -0.070], [0.156, 0.069, 0.141], [0.102, -0.058, 0.129], [-0.304, -0.126, -0.122], [-0.228, 0.024, -0.056], [1.428, -0.964, -1.318], [-0.742, 0.657, 0.742], [-0.243, 0.123, 0.680], [0.078, -0.020, -0.302], [-0.143, 0.141, -0.129], [-0.160, -0.651, 0.084], [-0.108, 0.151, -0.006], [-0.342, 0.113, 0.168], [0.090, -0.108, 0.006], [-0.073, 0.061, 0.099], [0.060, -0.203, 0.057], [0.072, -0.102, 0.114], [0.042, 0.334, -0.094], [0.045, 0.182, -0.149]], "lowdin_charge": [-0.10, -0.24, -0.21, -0.24, -0.15, -0.21, -0.23, -0.13, -0.36, 0.39, 0.24, -0.05, -0.10, -0.05, -0.04, -0.16, -0.13, -0.08, -0.23, 0.04, 0.06, 0.04, -0.18, -0.14, 0.00, 0.00, -0.02, -0.10, 0.02, 0.07, -0.32, -0.12, -0.17, -0.14, -0.25, 0.00, -0.01, -0.15, -0.26, -0.08, 0.08, 0.08, 0.09, 0.12, 0.13, 0.12, 0.14, 0.13, 0.11, 0.10, 0.13, 0.06, 0.13, 0.13, 0.14, 0.02, 0.01, 0.18, 0.13, 0.12, 0.15, 0.19, 0.17, 0.14, 0.16, 0.11, 0.11, 0.11, 0.11, 0.08, 0.12, 0.11, 0.17, 0.14, 0.09, 0.11, 0.08, 0.10, 0.13, 0.09, 0.08, 0.09, 0.07, -0.49, -0.03, -0.21, -0.08, 0.02, 0.12, 0.09, 0.07, 0.08, 0.06, 0.10, 0.10, 0.06, 0.06, -0.50, -0.02, -0.23, -0.06, 0.00, 0.11, 0.12, 0.07, 0.08, 0.08, 0.10, 0.07, 0.08, 0.08, -0.50, -0.02, -0.23, -0.07, 0.01, 0.12, 0.12, 0.07, 0.08, 0.09, 0.10, 0.10, 0.07, 0.08, -0.51, 0.00, -0.22, -0.05, 0.00, 0.10, 0.10, 0.06, 0.06, 0.09, 0.10, 0.09, 0.05, 0.06, -0.49, 0.00, -0.23, -0.07, 0.01, 0.12, 0.13, 0.07, 0.08, 0.09, 0.10, 0.09, 0.07, 0.06, -0.48, 0.00, -0.22, -0.07, 0.01, 0.12, 0.13, 0.07, 0.09, 0.08, 0.10, 0.10, 0.07], "charge": 1, "largest_force_ev_per_a": 9.17, "energy_ha": -4515.8728}

***

# 2
{"formula": "C3H5ClS2", "method": "ωB97M-V/def2-TZVPD", "species": ["C", "S", "C", "S", "C", "Cl", "H", "H", "H", "H", "H"], "xyz": [[-0.4113, 2.4206, 0.6698], [0.7793, 1.2217, 0.2572], [-0.2044, -0.2480, 0.4340], [-1.8645, -0.3083, 0.7775], [0.4775, -1.5150, 0.0822], [1.1116, -1.3039, -1.5810], [-0.7072, 2.3025, 1.7669], [-1.2618, 2.0099, 0.0359], [0.0384, 3.4214, 0.3425], [1.3041, -1.6654, 0.7095], [-0.0794, -2.4615, 0.3503]], "forces_ev_per_a": [[-1.219, 0.380, 0.141], [0.547, -2.098, 0.312], [-2.451, 0.813, 0.114], [2.264, 0.313, -0.178], [-0.289, -0.921, 0.182], [-0.159, -0.850, 0.011], [0.382, 0.673, -1.514], [0.433, 1.508, 0.835], [-1.065, -1.343, 0.677], [1.699, 0.269, 0.758], [-0.141, 1.256, -1.336]], "lowdin_charge": [-0.49, 0.82, -1.12, 0.66, -0.70, 0.55, 0.06, 0.00, 0.07, 0.04, 0.10], "largest_force_ev_per_a": 2.58, "de_lowest_kcal_mol": 17.9}